Entry 1:
This record from the Open Molecules 2025 dataset describes a single C5H10O2 molecule. The level of theory is ωB97M-V/def2-TZVPD.

```
! RIJCOSX wB97M-V def2-TZVPD def2/J DEFGRID3
* xyz 0 1
C -2.291 -0.706 -0.364
C -1.333 0.505 -0.472
C -0.011 0.175 0.320
O 0.214 -1.191 0.059
C 1.381 0.860 0.028
C 2.633 0.047 0.402
O 2.691 -1.025 0.968
H -3.183 -0.594 -0.990
H -1.768 -1.612 -0.669
H -2.635 -0.871 0.666
H -1.159 0.717 -1.537
H -1.862 1.383 -0.074
H -0.269 0.343 1.387
H 0.930 -1.459 0.651
H 1.555 1.816 0.547
H 1.517 1.076 -1.041
H 3.592 0.537 0.120
*
```

Results
E_tot, eV: -9441.274
LUMO level, Ha: 0.0347
Energy relative to the best compared isomer or geometry (same formula, charge and spin), eV: 1.7688
Orbital gap, Eh: 0.4025
SMILES: CC[C@@H](O)CC=O

---

Entry 2:
This record from the Open Molecules 2025 dataset describes 3 unconnected molecules or ions with the total composition H6O3. The level of theory is ωB97M-V/def2-TZVPD.

```
! RIJCOSX wB97M-V def2-TZVPD def2/J DEFGRID3
* xyz 0 1
O 3.597 -1.325 -2.033
H 4.059 -0.644 -1.543
H 2.670 -1.116 -1.917
O -0.678 -0.250 -1.387
H -0.841 0.117 -0.518
H -1.530 -0.219 -1.824
O -2.434 1.017 2.706
H -1.687 1.377 3.184
H -3.156 1.044 3.332
*
```

Results
E_tot, eV: -6239.690
LUMO level, Ha: 0.0252
Energy relative to the best compared isomer or geometry (same formula, charge and spin), eV: 0.5631
Orbital gap, Eh: 0.4408
SMILES: O.O.O

---

Entry 3:
This record from the Open Molecules 2025 dataset describes 8 unconnected molecules or ions with the total composition C8H32O8 at a distorted geometry. The level of theory is ωB97M-V/def2-TZVPD.

```
! RIJCOSX wB97M-V def2-TZVPD def2/J DEFGRID3
* xyz 0 1
C -2.113 -1.656 -1.811
O -3.084 -1.614 -2.840
H -2.166 -2.560 -1.212
H -1.098 -1.624 -2.232
H -2.170 -0.748 -1.207
H -2.742 -1.006 -3.505
C 0.947 -1.391 4.195
O 0.182 -0.654 3.241
H 0.417 -1.305 5.149
H 1.064 -2.420 3.872
H 1.915 -0.920 4.394
H -0.038 -1.211 2.482
C -3.571 -1.266 1.647
O -2.470 -0.463 1.293
H -3.366 -1.849 2.553
H -4.408 -0.610 1.885
H -3.915 -1.980 0.890
H -1.684 -1.018 1.379
C 3.471 1.143 1.878
O 3.448 0.195 0.794
H 2.446 1.417 2.117
H 3.851 0.600 2.753
H 4.088 2.037 1.772
H 4.317 -0.214 0.772
C 0.252 0.875 0.085
O 1.343 1.551 -0.531
H 0.101 1.225 1.112
H -0.612 1.008 -0.558
H 0.434 -0.196 0.243
H 2.152 1.150 -0.167
C -0.977 1.650 -3.735
O -1.496 0.426 -4.260
H -1.116 2.480 -4.436
H -1.549 1.933 -2.841
H 0.072 1.640 -3.451
H -2.268 0.715 -4.759
C 1.437 4.321 -2.652
O 1.564 4.345 -1.245
H 0.391 4.375 -2.962
H 2.028 5.124 -3.092
H 1.872 3.413 -3.088
H 1.505 3.421 -0.951
C 0.612 -3.324 1.092
O -0.737 -2.948 1.303
H 0.699 -4.229 0.482
H 1.119 -2.530 0.556
H 1.121 -3.611 2.012
H -1.270 -3.696 1.586
*
```

Results
E_tot, eV: -25191.250
LUMO level, Ha: 0.0112
Energy relative to the best compared isomer or geometry (same formula, charge and spin), eV: 3.5485
Orbital gap, Eh: 0.3603
SMILES: CO.CO.CO.CO.CO.CO.CO.CO

---

Entry 4:
This record from the Open Molecules 2025 dataset describes a gas-phase ion, C31H49F2N4O5Si (charge +1) at a distorted geometry. The level of theory is ωB97M-V/def2-TZVPD.

```
! RIJCOSX wB97M-V def2-TZVPD def2/J DEFGRID3
* xyz 1 1
C 1.870 5.542 -2.012
C 3.210 5.126 -1.397
O 3.201 3.718 -1.062
C 3.472 2.891 -2.072
O 4.206 3.129 -2.984
C 2.784 1.554 -1.974
C 1.864 1.325 -3.185
C 1.701 -0.173 -3.499
C 0.803 -0.860 -2.546
N 1.138 -1.499 -1.437
C 2.445 -1.722 -0.794
C 2.379 -1.293 0.666
C 3.745 -0.983 1.285
C 3.552 -0.030 2.473
N 4.387 -0.381 3.619
C 4.289 0.654 4.640
C 5.760 -0.618 3.220
C 6.577 0.518 2.657
O 6.223 -1.704 3.343
N 0.056 -1.988 -0.792
C -0.957 -1.643 -1.530
C -2.377 -1.992 -1.119
F -2.779 -3.000 -1.952
F -3.182 -0.931 -1.372
C -2.449 -2.452 0.316
C -3.884 -2.529 0.851
Si -3.764 -2.806 2.725
C -2.397 -4.095 2.994
C -5.325 -3.518 3.471
C -3.211 -1.237 3.598
C -3.632 0.054 3.249
C -3.164 1.182 3.925
C -2.262 1.045 4.988
C -1.844 -0.233 5.355
C -2.315 -1.360 4.678
N -0.540 -0.955 -2.626
C -1.391 -0.421 -3.689
C -1.735 1.071 -3.520
C -3.234 1.314 -3.725
C -3.669 0.990 -5.149
O -5.022 0.529 -5.121
C -5.864 1.101 -6.002
O -6.865 0.574 -6.322
H 1.126 4.780 -1.804
H 1.986 5.634 -3.087
H 1.567 6.494 -1.593
H 3.394 5.641 -0.464
H 4.028 5.366 -2.066
H 3.578 0.816 -2.026
H 2.205 1.453 -1.060
H 0.878 1.737 -2.985
H 2.263 1.828 -4.059
H 2.656 -0.688 -3.505
H 1.272 -0.282 -4.492
H 3.227 -1.214 -1.338
H 2.623 -2.793 -0.849
H 1.849 -2.009 1.284
H 1.791 -0.372 0.699
H 4.430 -0.548 0.560
H 4.165 -1.909 1.666
H 3.660 1.015 2.146
H 2.521 -0.136 2.806
H 3.248 0.919 4.801
H 4.814 1.581 4.388
H 4.684 0.311 5.592
H 7.549 0.490 3.132
H 6.709 0.331 1.593
H 6.103 1.487 2.768
H -1.892 -1.771 0.952
H -1.996 -3.436 0.330
H -4.464 -3.313 0.372
H -4.379 -1.576 0.668
H -2.508 -4.571 3.962
H -1.437 -3.585 2.983
H -2.426 -4.833 2.197
H -5.050 -3.900 4.454
H -6.108 -2.786 3.645
H -5.685 -4.370 2.899
H -4.324 0.181 2.425
H -3.475 2.178 3.645
H -1.889 1.915 5.505
H -1.142 -0.346 6.170
H -1.976 -2.331 5.008
H -2.319 -0.982 -3.665
H -0.946 -0.619 -4.658
H -1.411 1.449 -2.554
H -1.218 1.652 -4.284
H -3.462 2.361 -3.554
H -3.774 0.685 -3.026
H -3.581 1.871 -5.783
H -3.063 0.201 -5.593
H -5.603 2.098 -6.374
*
```

Results
E_tot, eV: -62447.440
LUMO level, Ha: -0.0948
Orbital gap, Eh: 0.3202

---

Entry 5:
This record from the Open Molecules 2025 dataset describes a molecular structure, C3H6OS at a distorted geometry. The level of theory is ωB97M-V/def2-TZVPD.

```
! RIJCOSX wB97M-V def2-TZVPD def2/J DEFGRID3
* xyz 0 1
C 0.417 0.421 -0.277
C -0.313 -0.553 -1.107
C 0.362 0.529 1.217
O -0.721 0.772 -1.044
S 0.376 -1.059 -2.732
H 1.249 0.816 -0.875
H -1.255 -1.463 -0.509
H 1.368 0.273 1.703
H -0.499 -0.061 1.656
H 0.079 1.699 1.137
H 0.142 -2.365 -2.636
*
```

Results
E_tot, eV: -16087.820
LUMO level, Ha: 0.0306
Energy relative to the best compared isomer or geometry (same formula, charge and spin), eV: 3.1709
Orbital gap, Eh: 0.3675

---

Entry 6:
This record from the Open Molecules 2025 dataset describes a single C6H6O molecule at a distorted geometry. The level of theory is ωB97M-V/def2-TZVPD.

```
! RIJCOSX wB97M-V def2-TZVPD def2/J DEFGRID3
* xyz 0 1
O 1.612 1.476 1.233
C 0.667 0.723 0.558
C -0.409 0.117 1.188
C -1.440 -0.358 0.342
C -1.014 -1.053 -0.799
C 0.248 -0.666 -1.355
C 0.746 0.503 -0.830
H 2.174 0.870 1.726
H -0.402 0.104 2.279
H -2.435 -0.280 0.754
H -1.683 -1.713 -1.343
H 0.539 -0.908 -2.363
H 1.397 1.186 -1.391
*
```

Results
E_tot, eV: -8364.786
LUMO level, Ha: 0.0242
Energy relative to the best compared isomer or geometry (same formula, charge and spin), eV: 1.7200
Orbital gap, Eh: 0.3428
SMILES: Oc1ccccc1

---

For reference, HOMO by record: -10.01, -11.31, -9.50, -11.29, -9.17, -8.67 eV.